{
  "formula": "C48H60F36O24",
  "method": "the ωB97M-V functional and the def2-TZVPD basis",
  "symbols": ["C", "C", "O", "C", "O", "C", "F", "F", "F", "H", "H", "H", "H", "H", "C", "C", "O", "C", "O", "C", "F", "F", "F", "H", "H", "H", "H", "H", "C", "C", "O", "C", "O", "C", "F", "F", "F", "H", "H", "H", "H", "H", "C", "C", "O", "C", "O", "C", "F", "F", "F", "H", "H", "H", "H", "H", "C", "C", "O", "C", "O", "C", "F", "F", "F", "H", "H", "H", "H", "H", "C", "C", "O", "C", "O", "C", "F", "F", "F", "H", "H", "H", "H", "H", "C", "C", "O", "C", "O", "C", "F", "F", "F", "H", "H", "H", "H", "H", "C", "C", "O", "C", "O", "C", "F", "F", "F", "H", "H", "H", "H", "H", "C", "C", "O", "C", "O", "C", "F", "F", "F", "H", "H", "H", "H", "H", "C", "C", "O", "C", "O", "C", "F", "F", "F", "H", "H", "H", "H", "H", "C", "C", "O", "C", "O", "C", "F", "F", "F", "H", "H", "H", "H", "H", "C", "C", "O", "C", "O", "C", "F", "F", "F", "H", "H", "H", "H", "H"],
  "xyz": [[-4.643, -9.352, 5.897], [-5.537, -8.844, 6.997], [-4.892, -8.980, 8.172], [-5.016, -10.031, 8.990], [-5.470, -11.093, 8.642], [-4.054, -9.913, 10.212], [-3.826, -8.630, 10.531], [-4.510, -10.559, 11.286], [-2.976, -10.649, 9.921], [-5.162, -9.595, 4.970], [-4.343, -10.346, 6.230], [-3.753, -8.749, 5.718], [-6.431, -9.459, 7.103], [-5.887, -7.820, 6.865], [2.849, -9.553, 1.483], [2.628, -10.480, 2.672], [3.666, -11.523, 2.818], [4.900, -11.163, 3.187], [5.297, -9.946, 3.416], [5.930, -12.342, 3.221], [5.314, -13.452, 2.879], [6.857, -11.988, 2.427], [6.509, -12.468, 4.397], [3.599, -8.765, 1.546], [1.909, -9.016, 1.354], [2.848, -10.092, 0.536], [1.656, -10.973, 2.642], [2.561, -9.871, 3.573], [2.565, 7.288, -9.629], [3.425, 7.818, -8.425], [3.021, 9.165, -8.143], [2.262, 9.512, -7.035], [1.620, 8.695, -6.406], [2.147, 11.060, -6.770], [2.550, 11.766, -7.805], [0.952, 11.425, -6.463], [2.969, 11.347, -5.789], [1.798, 7.997, -9.939], [2.077, 6.363, -9.323], [3.192, 7.140, -10.509], [4.474, 7.728, -8.704], [3.285, 7.273, -7.491], [-3.928, -0.832, -7.108], [-4.803, -1.006, -8.338], [-4.382, -2.084, -9.203], [-4.796, -3.365, -8.885], [-5.603, -3.524, -7.921], [-4.197, -4.527, -9.683], [-3.741, -5.453, -8.787], [-5.113, -5.121, -10.422], [-3.237, -4.031, -10.506], [-3.597, 0.169, -6.833], [-2.989, -1.381, -7.169], [-4.478, -1.132, -6.215], [-4.838, -0.055, -8.868], [-5.849, -1.232, -8.130], [-7.549, 8.439, -12.493], [-8.008, 8.567, -11.055], [-6.907, 8.457, -10.174], [-6.587, 7.227, -9.540], [-7.307, 6.235, -9.620], [-5.229, 7.228, -8.929], [-4.439, 6.380, -9.653], [-4.671, 8.421, -9.003], [-5.389, 6.835, -7.663], [-7.418, 7.399, -12.791], [-6.735, 9.153, -12.620], [-8.428, 8.737, -13.065], [-8.721, 7.792, -10.771], [-8.321, 9.602, -10.920], [-1.613, -2.877, 9.048], [-2.321, -3.067, 7.707], [-2.487, -1.742, 7.209], [-3.640, -1.399, 6.618], [-4.628, -2.167, 6.387], [-3.863, 0.161, 6.360], [-2.840, 0.829, 6.700], [-4.270, 0.481, 5.156], [-4.880, 0.534, 7.208], [-1.319, -3.748, 9.634], [-2.290, -2.367, 9.733], [-0.724, -2.264, 8.901], [-3.310, -3.515, 7.804], [-1.745, -3.613, 6.960], [-7.141, -7.995, -1.509], [-7.004, -8.987, -2.653], [-6.222, -10.106, -2.244], [-6.754, -11.178, -1.658], [-7.949, -11.383, -1.410], [-5.664, -12.257, -1.332], [-4.739, -12.286, -2.226], [-5.088, -12.107, -0.198], [-6.226, -13.509, -1.407], [-6.175, -7.557, -1.258], [-7.605, -8.541, -0.688], [-7.898, -7.228, -1.672], [-6.505, -8.481, -3.480], [-7.957, -9.296, -3.082], [6.511, -1.081, 7.707], [6.644, -0.662, 6.279], [7.559, 0.430, 6.447], [7.402, 1.632, 5.814], [6.394, 1.865, 5.121], [8.530, 2.658, 6.108], [7.898, 3.701, 6.606], [9.412, 2.165, 6.985], [9.087, 2.979, 5.035], [5.994, -0.387, 8.368], [7.392, -1.575, 8.118], [5.843, -1.935, 7.819], [5.682, -0.490, 5.797], [7.161, -1.369, 5.630], [-0.874, 3.402, -0.417], [-0.238, 2.197, 0.337], [-1.223, 1.144, 0.351], [-0.923, -0.054, 0.634], [0.072, -0.359, 1.290], [-2.009, -1.074, 0.305], [-3.201, -0.599, 0.437], [-1.929, -1.324, -0.987], [-1.742, -2.198, 0.956], [-1.654, 3.868, 0.185], [-1.317, 2.992, -1.324], [-0.017, 4.031, -0.658], [0.116, 2.636, 1.269], [0.692, 1.945, -0.173], [2.769, -2.320, -6.321], [3.264, -1.842, -7.640], [4.459, -1.005, -7.347], [4.382, 0.294, -6.850], [3.319, 0.852, -6.795], [5.770, 0.911, -6.616], [5.891, 1.995, -7.339], [6.024, 1.260, -5.290], [6.723, 0.041, -6.964], [2.351, -1.536, -5.690], [3.519, -2.932, -5.819], [1.978, -3.056, -6.470], [2.525, -1.168, -8.074], [3.620, -2.670, -8.254], [2.242, 6.924, 7.715], [2.600, 5.973, 8.815], [1.800, 6.149, 9.975], [1.934, 7.191, 10.789], [2.273, 8.335, 10.472], [1.359, 6.936, 12.239], [1.575, 5.761, 12.802], [1.903, 7.793, 13.110], [0.054, 7.067, 12.226], [2.898, 6.511, 6.947], [2.457, 7.946, 8.026], [1.233, 6.736, 7.348], [3.609, 6.284, 9.085], [2.707, 5.006, 8.325], [6.193, 8.244, 0.023], [5.431, 9.601, 0.217], [6.055, 10.245, 1.372], [7.136, 11.020, 1.272], [7.833, 11.096, 0.261], [7.288, 11.952, 2.542], [6.847, 13.170, 2.403], [6.820, 11.331, 3.587], [8.631, 12.043, 2.773], [6.431, 7.617, 0.882], [7.120, 8.372, -0.535], [5.479, 7.577, -0.460], [4.373, 9.408, 0.394], [5.620, 10.199, -0.674]],
  "mulliken_charge": [-1.03, -0.24, -0.28, 0.39, -0.51, 0.83, -0.22, -0.25, -0.24, 0.35, 0.29, 0.28, 0.32, 0.31, -1.09, -0.26, -0.28, 0.40, -0.58, 0.88, -0.24, -0.23, -0.25, 0.32, 0.38, 0.32, 0.36, 0.29, -0.96, -0.26, -0.31, 0.42, -0.51, 0.83, -0.24, -0.23, -0.25, 0.31, 0.27, 0.31, 0.30, 0.33, -1.05, -0.19, -0.34, 0.44, -0.56, 0.80, -0.23, -0.23, -0.23, 0.36, 0.29, 0.28, 0.32, 0.33, -1.06, -0.26, -0.31, 0.36, -0.54, 0.90, -0.25, -0.23, -0.23, 0.30, 0.31, 0.37, 0.36, 0.26, -1.12, -0.24, -0.22, 0.45, -0.57, 0.84, -0.22, -0.22, -0.28, 0.38, 0.30, 0.29, 0.36, 0.27, -1.02, -0.24, -0.28, 0.38, -0.52, 0.86, -0.24, -0.24, -0.26, 0.27, 0.31, 0.36, 0.28, 0.34, -1.16, -0.22, -0.23, 0.39, -0.59, 0.89, -0.25, -0.24, -0.22, 0.32, 0.29, 0.43, 0.31, 0.27, -1.10, -0.32, -0.20, 0.33, -0.56, 0.94, -0.22, -0.27, -0.22, 0.30, 0.32, 0.37, 0.31, 0.33, -1.13, -0.16, -0.30, 0.45, -0.53, 0.80, -0.23, -0.26, -0.23, 0.33, 0.31, 0.38, 0.29, 0.28, -0.99, -0.32, -0.30, 0.41, -0.51, 0.81, -0.25, -0.24, -0.24, 0.34, 0.31, 0.29, 0.29, 0.41, -1.11, -0.22, -0.30, 0.43, -0.53, 0.83, -0.23, -0.23, -0.27, 0.32, 0.31, 0.36, 0.35, 0.27],
  "smiles": "CCOC(=O)C(F)(F)F.CCOC(=O)C(F)(F)F.CCOC(=O)C(F)(F)F.CCOC(=O)C(F)(F)F.CCOC(=O)C(F)(F)F.CCOC(=O)C(F)(F)F.CCOC(=O)C(F)(F)F.CCOC(=O)C(F)(F)F.CCOC(=O)C(F)(F)F.CCOC(=O)C(F)(F)F.CCOC(=O)C(F)(F)F.CCOC(=O)C(F)(F)F",
  "homo_energy_ev": -11.00,
  "total_energy_ha": -7265.8531,
  "gap_ha": 0.4069
}

{
  "formula": "C20H22N4O3PRu",
  "method": "the ωB97M-V functional and the def2-TZVPD basis",
  "symbols": ["Ru", "O", "C", "N", "C", "O", "C", "C", "C", "C", "C", "N", "C", "C", "C", "C", "C", "N", "H", "H", "H", "H", "H", "H", "H", "H", "C", "P", "C", "C", "H", "H", "H", "H", "H", "H", "H", "H", "H", "O", "N", "C", "C", "C", "C", "C", "H", "H", "H", "H", "H"],
  "xyz": [[-0.342, -0.186, -0.350], [-2.181, 3.164, -1.605], [-1.872, 2.066, -1.247], [-0.558, 1.592, -1.063], [0.587, 2.386, -1.231], [0.624, 3.530, -1.575], [1.842, 1.615, -0.888], [3.081, 2.202, -1.043], [4.211, 1.476, -0.696], [4.053, 0.193, -0.194], [2.778, -0.327, -0.068], [1.686, 0.363, -0.415], [-2.893, 1.004, -0.919], [-4.238, 1.272, -1.058], [-5.152, 0.295, -0.691], [-4.681, -0.904, -0.181], [-3.315, -1.100, -0.076], [-2.431, -0.174, -0.455], [3.130, 3.209, -1.435], [5.197, 1.903, -0.815], [4.905, -0.407, 0.093], [2.614, -1.322, 0.321], [-4.539, 2.238, -1.440], [-6.214, 0.471, -0.790], [-5.357, -1.685, 0.136], [-2.911, -2.017, 0.330], [-0.424, -3.792, 0.320], [-0.090, -2.598, -1.006], [1.510, -3.106, -1.692], [-1.276, -2.982, -2.324], [-0.365, -4.810, -0.070], [-1.416, -3.635, 0.739], [0.309, -3.677, 1.117], [1.414, -4.093, -2.146], [2.264, -3.164, -0.909], [1.844, -2.402, -2.454], [-1.138, -4.010, -2.662], [-1.134, -2.313, -3.174], [-2.296, -2.865, -1.960], [-0.612, 0.266, 1.516], [0.277, 1.095, 2.134], [1.250, 0.550, 2.878], [2.114, 1.367, 3.571], [1.955, 2.745, 3.491], [0.924, 3.274, 2.726], [0.078, 2.420, 2.054], [1.274, -0.530, 2.894], [2.891, 0.922, 4.175], [2.622, 3.402, 4.033], [0.758, 4.339, 2.652], [-0.761, 2.739, 1.453]],
  "lowdin_spin": [0.73, 0.02, 0.01, 0.06, 0.01, 0.02, 0.00, 0.00, 0.00, 0.00, 0.00, 0.00, 0.00, 0.00, 0.00, 0.00, 0.00, 0.00, 0.00, 0.00, 0.00, 0.00, 0.00, 0.00, 0.00, 0.00, 0.03, 0.05, 0.00, 0.00, 0.00, 0.00, 0.00, 0.00, 0.00, 0.00, 0.00, 0.00, 0.00, 0.07, 0.00, 0.00, 0.00, 0.00, 0.00, 0.00, 0.00, 0.00, 0.00, 0.00, 0.00],
  "homo_energy_ev": [-14.76, -15.36],
  "total_charge": 2,
  "spin_multiplicity": 2,
  "total_energy_ha": -1655.7979,
  "gap_ha": [0.2637, 0.2932]
}

{
  "formula": "C14H32Br6O8P2",
  "method": "the ωB97M-V functional and the def2-TZVPD basis",
  "symbols": ["C", "C", "O", "P", "O", "O", "C", "C", "O", "C", "C", "H", "H", "H", "H", "H", "H", "H", "H", "H", "H", "H", "H", "H", "H", "H", "C", "C", "O", "P", "O", "O", "C", "C", "O", "C", "C", "H", "H", "H", "H", "H", "H", "H", "H", "H", "H", "H", "H", "H", "H", "H", "C", "Br", "Br", "Br", "H", "C", "Br", "Br", "Br", "H"],
  "xyz": [[-3.519, 2.175, -3.434], [-3.333, 2.881, -2.080], [-2.602, 1.967, -1.196], [-2.932, 2.028, 0.353], [-3.896, 3.072, 0.738], [-1.482, 2.135, 0.981], [-0.967, 3.452, 1.207], [0.082, 3.531, 2.247], [-3.237, 0.483, 0.673], [-4.420, -0.124, 0.046], [-4.538, -1.552, 0.570], [-3.781, 1.121, -3.330], [-4.385, 2.556, -3.923], [-2.643, 2.268, -4.036], [-2.675, 3.740, -2.212], [-4.315, 3.064, -1.691], [-0.631, 3.771, 0.252], [-1.763, 4.072, 1.567], [0.406, 4.552, 2.558], [-0.153, 2.974, 3.146], [0.974, 2.974, 1.994], [-5.273, 0.546, 0.263], [-4.233, -0.125, -1.079], [-4.278, -1.488, 1.662], [-5.600, -1.878, 0.478], [-3.871, -2.282, 0.177], [2.343, -5.037, 0.032], [2.352, -3.493, -0.084], [1.264, -2.897, -0.844], [0.027, -2.280, -0.234], [-1.104, -3.115, 0.254], [0.785, -1.451, 1.019], [0.166, -1.522, 2.299], [0.716, -2.479, 3.359], [-0.591, -1.325, -1.304], [0.121, -0.153, -1.775], [0.205, -0.232, -3.314], [3.148, -5.252, 0.749], [1.345, -5.291, 0.425], [2.479, -5.510, -0.975], [2.339, -3.074, 0.933], [3.242, -3.092, -0.491], [0.161, -0.507, 2.621], [-0.899, -1.769, 2.133], [-0.053, -2.535, 4.161], [0.892, -3.531, 2.950], [1.677, -2.219, 3.814], [-0.401, 0.697, -1.454], [1.079, 0.040, -1.311], [0.312, 0.831, -3.657], [1.021, -0.870, -3.721], [-0.766, -0.564, -3.742], [3.909, 1.938, -1.549], [3.121, 1.225, 0.068], [2.584, 2.950, -2.526], [4.715, 0.390, -2.400], [4.623, 2.690, -1.372], [6.438, 0.334, 1.884], [6.066, 2.213, 2.369], [5.057, -0.920, 2.287], [8.086, -0.359, 2.667], [6.604, 0.257, 0.800]],
  "mulliken_charge": [-1.18, -0.33, 0.10, 0.58, -0.82, -0.10, -0.23, -1.28, -0.11, -0.03, -1.15, 0.27, 0.41, 0.30, 0.28, 0.38, 0.30, 0.39, 0.34, 0.35, 0.18, 0.40, 0.02, 0.26, 0.34, 0.28, -1.16, -0.07, -0.30, 0.92, -0.86, -0.06, -0.21, -1.20, -0.31, 1.06, -1.28, 0.35, 0.29, 0.33, 0.03, 0.46, 0.39, 0.24, 0.36, 0.24, 0.28, -0.10, -0.14, 0.33, 0.26, 0.31, -0.46, 0.06, -0.07, -0.06, 0.48, -0.29, -0.04, 0.04, -0.07, 0.32],
  "homo_energy_ev": -10.16,
  "total_energy_ha": -17281.4886,
  "gap_ha": 0.3599
}